1.
Entry from the OMol25 dataset: a structure of composition C43H46N6O6PS4Y (ωB97M-V/def2-TZVPD).

Total charge: -2
Total energy in eV: -120247.2000
ΔE to the lowest compared entry with this formula, charge and spin in kJ/mol: 0.0
Lowest unoccupied orbital energy in eV: 3.95

Last column: Löwdin charge in e.
Element x y z (Å)
1 Y 0.517109 -1.066044 0.172256  1.341
2 O 3.198896 -4.675610 1.596344  0.000
3 C 2.686038 -3.668137 1.103014  -0.687
4 O 2.025340 -2.747340 1.664467  -0.163
5 C 2.938923 -3.401499 -0.382778  -0.240
6 C 3.585861 -4.257341 -1.262116  -0.001
7 C 3.875287 -3.795437 -2.538583  -0.049
8 C 3.628548 -2.467208 -2.866849  0.001
9 C 3.008329 -1.682023 -1.912021  -0.174
10 N 2.589075 -2.176478 -0.754766  0.063
11 C 2.900922 -0.171487 -1.935891  -0.625
12 O 3.653616 0.475646 -2.663047  0.029
13 O 2.098546 0.287809 -1.054560  -0.202
14 H 3.843530 -5.249714 -0.920050  0.113
15 H 4.336807 -4.456963 -3.263492  0.098
16 H 3.921338 -2.023144 -3.807646  0.112
17 O -4.845181 -6.346424 0.716418  -0.127
18 C -4.009600 -5.485019 0.533808  -1.066
19 S -2.326391 -5.806701 0.131537  0.931
20 C -1.755240 -4.139985 0.124092  -1.169
21 C -2.673051 -3.198967 0.404283  -1.145
22 S -2.389745 -1.478580 0.418816  0.536
23 S -4.302783 -3.760680 0.759814  0.916
24 S -0.084294 -3.871001 -0.252156  0.578
25 C -1.091266 4.457843 0.653933  -0.118
26 C -0.242644 3.190202 0.584766  -0.535
27 C 0.582852 3.202503 -0.693927  -0.125
28 P -1.153159 1.558112 0.700020  1.032
29 C -2.378360 2.009927 2.032177  -0.552
30 C -1.650117 2.180177 3.365940  -0.125
31 C -3.589715 1.099459 2.205227  -0.143
32 C -2.121304 1.551563 -0.831164  -0.339
33 C -3.247769 2.361737 -0.964900  -0.091
34 C -3.987927 2.462296 -2.130200  -0.306
35 C -5.206716 3.337023 -2.226792  -0.082
36 C -3.538763 1.698095 -3.210459  -0.061
37 C -2.436401 0.882663 -3.123025  -0.024
38 C -1.672704 0.749112 -1.925632  -0.366
39 N -0.600216 -0.071267 -1.839593  -0.055
40 C -0.168016 -0.643662 -3.076063  -0.239
41 C 0.686609 0.082584 -3.929420  -0.209
42 C 0.930217 1.548030 -3.709436  -0.035
43 C 1.244041 -0.540422 -5.038854  -0.028
44 C 0.930320 -1.849672 -5.379301  -0.296
45 C 1.617765 -2.541203 -6.524453  -0.069
46 C -0.050214 -2.485963 -4.636860  -0.020
47 C -0.638125 -1.892473 -3.520504  -0.202
48 C -1.841483 -2.556264 -2.916222  -0.062
49 H -0.451920 5.324471 0.458702  0.074
50 H -1.558666 4.613866 1.628285  0.061
51 H -1.872495 4.451441 -0.109689  0.068
52 H 0.441629 3.199555 1.437452  0.070
53 H -0.074898 3.316506 -1.559138  0.076
54 H 1.151029 2.285963 -0.832807  0.031
55 H 1.281036 4.046349 -0.684300  0.082
56 H -2.757959 2.994340 1.741228  0.068
57 H -1.220480 1.230562 3.689683  0.052
58 H -2.353558 2.503129 4.139527  0.077
59 H -0.851017 2.924430 3.316555  0.058
60 H -3.316087 0.162835 2.679810  0.027
61 H -4.066531 0.855229 1.258305  0.050
62 H -4.316907 1.609129 2.847549  0.074
63 H -3.573235 2.947539 -0.109553  0.091
64 H -5.401693 3.830869 -1.272230  0.064
65 H -6.102491 2.764138 -2.485013  0.067
66 H -5.097732 4.121679 -2.982886  0.065
67 H -4.077916 1.737795 -4.154233  0.104
68 H -2.142347 0.306800 -3.991284  0.111
69 H 1.521486 1.734306 -2.819373  0.046
70 H -0.020676 2.074657 -3.600306  0.072
71 H 1.464966 1.965714 -4.564522  0.078
72 H 1.945025 0.021997 -5.649387  0.112
73 H 1.848816 -1.845314 -7.334433  0.067
74 H 0.999478 -3.344140 -6.931204  0.066
75 H 2.562245 -2.991499 -6.203113  0.066
76 H -0.397162 -3.471820 -4.935070  0.114
77 H -2.497290 -2.896423 -3.722311  0.082
78 H -2.391474 -1.876099 -2.267586  0.040
79 H -1.560028 -3.416069 -2.314495  0.020
80 N -1.762359 -1.638072 3.548762  0.131
81 C -0.477266 -1.589084 3.955200  -0.373
82 C -0.176180 -1.946447 5.296082  -0.035
83 C 1.105827 -1.838283 5.752342  -0.098
84 C 2.099197 -1.392946 4.874917  -0.095
85 C 1.722182 -1.100770 3.584067  -0.209
86 N 0.465341 -1.142136 3.107872  0.087
87 H -2.384536 -2.221354 4.081027  0.101
88 H -1.968199 -1.576345 2.538860  -0.036
89 H -0.977540 -2.301517 5.931317  0.100
90 H 1.344021 -2.111565 6.774062  0.099
91 H 3.141339 -1.340769 5.155862  0.101
92 H 2.477454 -0.818160 2.867767  0.092
93 N 1.580083 2.005395 5.654870  0.191
94 C 2.314065 2.937289 4.995513  -0.502
95 O 2.659560 3.990408 5.510063  0.032
96 C 2.681680 2.580329 3.591362  -0.119
97 C 3.807270 3.141400 2.997867  -0.006
98 C 4.131663 2.752391 1.713669  -0.036
99 C 3.335756 1.810217 1.065614  -0.095
100 N 2.246966 1.281665 1.619076  0.082
101 C 1.928342 1.685931 2.846553  -0.140
102 H 1.346128 2.200025 6.612189  0.109
103 H 1.489439 1.058120 5.315734  0.071
104 H 4.399234 3.859434 3.550695  0.116
105 H 4.998366 3.154202 1.206237  0.102
106 H 3.552106 1.475187 0.058514  0.103
107 H 1.008133 1.275457 3.243593  0.077

Cartesian forces (eV/Å) of the 3 atoms listed first:
0.1725 -0.2877 -0.0152
-0.0151 0.0816 -0.0382
-0.0344 -0.1162 0.0291

2.
Entry from the OMol25 dataset: a structure of composition C43H47BN11O3PbS (ωB97M-V/def2-TZVPD).

Total charge: +1
Total energy in eV: -84641.4134
ΔE to the lowest compared entry with this formula, charge and spin in kJ/mol: 394.4
Lowest unoccupied orbital energy in eV: -4.30

Last column: Löwdin charge in e.
Element x y z (Å)
1 Pb -0.759700 0.533600 0.144800  1.396
2 O 4.432400 5.169500 2.895600  -0.003
3 C 3.567900 4.702000 3.615400  -0.711
4 O 3.275400 4.774300 4.797400  -0.012
5 C 2.572400 3.721800 2.817700  -0.057
6 C 1.614800 3.032400 3.539800  0.054
7 C 0.727400 2.209800 2.851800  -0.215
8 N 0.864200 1.984400 1.541000  0.054
9 C 1.848800 2.568200 0.853600  -0.190
10 C 2.678100 3.521800 1.458900  0.063
11 C 2.014000 2.133100 -0.546200  -0.237
12 C 3.165000 2.437700 -1.218100  0.024
13 C 3.693300 2.199200 -2.599300  -0.123
14 C 2.832500 1.901200 -3.827100  -0.091
15 C 1.218900 0.921100 -2.265700  -0.479
16 N 0.940800 1.390400 -0.985900  -0.093
17 C -0.367500 1.522700 3.557100  -0.216
18 C -0.639700 1.760800 4.909700  0.013
19 C -1.674300 1.084700 5.527500  -0.049
20 C -2.418500 0.175700 4.787500  -0.061
21 C -2.081900 -0.000300 3.456700  -0.192
22 N -1.097900 0.649800 2.858800  -0.036
23 H 1.586500 3.178900 4.606500  0.108
24 H 3.395900 4.103500 0.905400  0.116
25 H 3.888400 2.998800 -0.646500  0.101
26 H 4.570600 2.810100 -2.776800  0.145
27 H 3.063000 2.359600 -4.782300  0.150
28 H 0.465200 0.167800 -4.022000  0.180
29 H -0.066500 2.474900 5.475800  0.115
30 H -1.904700 1.273500 6.566500  0.116
31 H -3.237400 -0.367800 5.230900  0.105
32 H -2.631800 -0.689900 2.829800  0.099
33 C 4.027700 -1.495800 -2.369800  0.003
34 C 3.149000 -0.320400 -2.604800  -0.288
35 C 3.752100 0.838600 -3.281600  -0.111
36 C 1.431200 1.942900 -3.323700  -0.279
37 C 0.929000 3.364400 -3.184000  0.037
38 N 0.305200 0.969300 -3.417900  0.219
39 N 1.948400 -0.307800 -2.201500  0.217
40 B -1.282400 1.222300 -3.448500  -0.489
41 N -1.865400 -0.132400 -3.061500  0.006
42 N -1.515500 -0.771500 -1.927400  -0.024
43 C -2.155900 -1.936200 -1.913500  -0.352
44 C -2.009300 -2.923300 -0.813000  -0.036
45 C -2.949700 -2.051000 -3.058700  0.027
46 C -2.747400 -0.878400 -3.759600  -0.262
47 C -3.361800 -0.423500 -5.031400  -0.013
48 N -1.878700 2.278700 -2.507800  0.019
49 N -1.973300 2.111400 -1.167500  -0.043
50 C -2.783500 3.046400 -0.680100  -0.334
51 C -3.086600 3.149700 0.769900  -0.024
52 C -3.243800 3.840800 -1.725900  0.036
53 C -2.655900 3.327300 -2.869800  -0.259
54 C -2.827300 3.883100 -4.236000  -0.008
55 H 4.841600 -1.181800 -1.715600  0.103
56 H 4.469500 -1.848800 -3.299700  0.094
57 H 3.480700 -2.295800 -1.883100  0.046
58 H 4.653400 0.629600 -3.842200  0.147
59 H 1.727100 4.012800 -2.835900  0.103
60 H 0.106500 3.423500 -2.481000  0.082
61 H 0.596900 3.713400 -4.160700  0.103
62 H -1.524700 1.493900 -4.571000  0.115
63 H -1.163800 -2.646700 -0.191400  0.001
64 H -1.852800 -3.922500 -1.218400  0.089
65 H -2.912200 -2.947100 -0.202200  0.090
66 H -3.580200 -2.874100 -3.325700  0.112
67 H -4.092300 -1.151200 -5.368700  0.086
68 H -2.607100 -0.301900 -5.806000  0.086
69 H -3.859800 0.533400 -4.887400  0.086
70 H -3.480100 2.205600 1.144700  0.074
71 H -3.823800 3.930000 0.944000  0.089
72 H -2.181500 3.384800 1.329500  0.080
73 H -3.918600 4.670200 -1.667500  0.118
74 H -3.830900 4.293500 -4.328200  0.091
75 H -2.671600 3.145700 -5.014600  0.063
76 H -2.119800 4.696300 -4.394400  0.092
77 C 0.737400 -2.140200 5.724800  -0.045
78 C 0.101400 -3.412200 5.169100  -0.196
79 N 0.985200 -4.149700 4.294300  -0.089
80 C 1.792400 -5.257800 4.783900  -0.175
81 C 3.227000 -4.846000 5.091300  -0.050
82 C 1.125000 -3.812100 3.025000  -0.481
83 S 0.195400 -2.522800 2.222600  1.143
84 N 1.901800 -4.432000 2.170500  0.176
85 C 1.756800 -3.995200 0.940300  -0.275
86 O 0.877300 -2.963600 0.784700  -0.333
87 C 2.417200 -4.557500 -0.187700  -0.142
88 C 3.441400 -5.486800 0.058800  0.006
89 C 4.110000 -6.067400 -0.992000  -0.044
90 C 3.761400 -5.752300 -2.298900  -0.032
91 C 2.729700 -4.857700 -2.550400  -0.059
92 C 2.061300 -4.242500 -1.509800  -0.015
93 H 0.031900 -1.636500 6.379800  0.083
94 H 0.999800 -1.458300 4.919800  0.068
95 H 1.631000 -2.376000 6.296900  0.077
96 H -0.805900 -3.154000 4.608300  0.108
97 H -0.178900 -4.071500 5.992300  0.132
98 H 1.799900 -6.021800 4.002800  0.123
99 H 1.310800 -5.663600 5.673100  0.129
100 H 3.698100 -4.446100 4.197900  0.072
101 H 3.788600 -5.717100 5.416200  0.086
102 H 3.266000 -4.095300 5.875700  0.073
103 H 3.684700 -5.722500 1.081700  0.118
104 H 4.902500 -6.769300 -0.792800  0.116
105 H 4.295400 -6.208800 -3.116600  0.117
106 H 2.453300 -4.635600 -3.570100  0.119
107 H 1.257400 -3.546900 -1.705700  0.121

Cartesian forces (eV/Å) of the 3 atoms listed first:
0.3185 -0.2834 0.3559
1.0221 0.6996 -0.5572
-1.1736 -1.1919 -1.1223

> Among the records above, which one has the highest lowest unoccupied orbital energy?

C43H46N6O6PS4Y